# 1
This record from the Open Molecules 2025 dataset describes a 6-piece molecular cluster, C4H23N3O5 overall. The level of theory is wB97M-V/def2-TZVPD.

Its HOMO energy is -0.562 Ha. The total energy is -706.0332 hartree. Its total charge is +2.

Structure (XYZ):
```
35
C4H23N3O5 wB97M-V/def2-TZVPD
C -1.47 1.32 -1.15
C 0.01 1.06 -1.50
C 0.52 0.23 -0.43
C 0.48 0.66 0.88
N 1.03 -0.38 1.78
N 1.00 -1.00 -0.83
N -2.21 -0.15 -1.41
H -1.70 1.58 -0.10
H -1.85 2.16 -1.83
H 0.55 2.13 -1.39
H 0.11 0.69 -2.56
H 0.20 1.68 1.19
H 1.94 -0.69 1.29
H 1.30 0.00 2.67
H 0.45 -1.02 2.24
H 1.48 -1.73 -0.40
H 0.84 -1.22 -1.77
H -3.23 0.04 -1.51
H -1.74 -0.80 -0.71
H -1.90 -0.44 -2.23
H 1.14 4.67 -1.01
H 1.48 3.93 0.26
O 0.94 3.97 -0.45
H 1.33 -1.47 -4.44
H -0.06 -1.99 -4.29
O 0.66 -1.75 -3.73
H -2.19 -2.19 1.19
H -2.16 -0.59 1.53
O -1.66 -1.39 1.11
H -1.03 0.07 4.17
H -0.83 1.23 3.23
O -0.85 0.27 3.29
H 3.03 -3.06 1.72
H 2.11 -3.12 3.02
O 2.28 -2.71 2.19
```

# 2
This record from the Open Molecules 2025 dataset describes C11H24Cl3N5O7RuS as an isolated structure. The level of theory is wB97M-V/def2-TZVPD.

Its HOMO energy (spin up / spin down) is -0.447 / -0.449 Ha. The spin multiplicity is 2. The total energy is -3107.0743 hartree. Its total charge is +1.

Structure (XYZ):
```
52
C11H24Cl3N5O7RuS wB97M-V/def2-TZVPD
Ru -0.16 0.03 0.31
O -1.34 -0.51 -1.93
Cl -0.86 0.84 -2.13
O -1.21 1.31 -3.39
O -1.40 1.66 -1.09
O 0.57 0.78 -1.98
Cl 1.00 -3.49 2.03
C 1.35 -2.35 3.31
Cl 0.89 -0.65 2.84
H 2.42 -2.39 3.52
H 0.76 -2.64 4.18
C -4.22 -3.98 1.21
N -3.58 -2.71 1.01
C -4.19 -1.55 0.65
C -3.21 -0.60 0.56
N -2.02 -1.19 0.86
C -2.27 -2.45 1.13
H -5.04 -3.89 1.92
H -3.49 -4.70 1.60
H -4.62 -4.36 0.27
H -5.24 -1.48 0.49
H -3.29 0.44 0.31
H -1.54 -3.19 1.41
C 3.46 -0.54 -2.50
N 2.84 -1.10 -1.32
C 3.00 -0.33 -0.12
C 1.74 -1.90 -1.43
N 0.80 -1.86 -0.52
N 1.69 -2.77 -2.48
C 0.43 -3.31 -2.93
C 2.85 -3.56 -2.84
H 3.17 0.50 -2.60
H 3.15 -1.07 -3.40
H 4.55 -0.60 -2.40
H 3.96 0.18 -0.15
H 2.98 -1.00 0.75
H 2.21 0.44 -0.02
H 0.10 -2.58 -0.64
H -0.36 -2.57 -2.83
H 0.16 -4.22 -2.39
H 0.54 -3.57 -3.98
H 3.75 -3.15 -2.40
H 2.95 -3.60 -3.93
H 2.72 -4.58 -2.48
C -1.09 3.77 1.20
S -0.16 2.42 1.89
O -1.10 1.28 2.05
O 0.46 2.81 3.12
O 0.84 1.98 0.87
H -1.87 4.02 1.91
H -1.51 3.40 0.27
H -0.42 4.60 1.04
```

# 3
This record from the Open Molecules 2025 dataset describes C27H57AlBr3Cl3F2KNO8S as an isolated structure. The level of theory is wB97M-V/def2-TZVPD.

Its HOMO energy is -0.188 Ha. The total energy is -12261.7563 hartree.

Structure (XYZ):
```
104
C27H57AlBr3Cl3F2KNO8S wB97M-V/def2-TZVPD
C 4.86 0.37 1.60
C 4.83 0.53 -0.02
C 3.39 0.01 -0.48
C 3.29 -0.44 -2.01
C 4.22 -1.68 -2.44
C 4.22 -2.90 -1.42
C 3.17 -4.04 -1.77
C 1.68 -3.48 -1.88
C 0.80 -3.67 -0.56
C -0.49 -4.61 -0.81
C -1.55 -3.65 -1.58
C -2.59 -3.18 -0.46
N -3.48 -2.03 -0.85
C -3.32 -1.54 -2.26
C -4.30 -0.28 -2.53
F -4.77 -0.30 -3.91
C -3.34 -0.96 0.20
C -1.89 -0.25 0.24
C -1.96 1.29 0.74
C -0.47 1.78 1.29
O 0.21 2.60 0.33
C 0.50 1.89 -0.87
O 0.10 2.32 -1.96
H 5.85 0.74 2.03
H 4.63 -0.72 1.91
H 4.04 1.00 2.08
H 5.68 -0.06 -0.50
H 4.87 1.65 -0.21
H 2.62 0.89 -0.31
H 3.02 -0.84 0.21
H 2.19 -0.56 -2.27
H 3.66 0.46 -2.63
H 3.82 -2.07 -3.45
H 5.28 -1.29 -2.66
H 4.07 -2.63 -0.33
H 5.27 -3.38 -1.48
H 3.21 -4.81 -0.91
H 3.44 -4.60 -2.72
H 1.15 -4.09 -2.70
H 1.61 -2.39 -2.22
H 1.40 -3.98 0.36
H 0.34 -2.64 -0.33
H -0.87 -4.90 0.23
H -0.19 -5.51 -1.44
H -0.90 -2.79 -1.99
H -2.04 -4.27 -2.39
H -3.26 -4.09 -0.25
H -2.02 -3.01 0.52
H -4.46 -2.38 -0.78
H -3.67 -2.35 -3.00
H -2.27 -1.16 -2.50
H -3.63 0.67 -2.38
H -5.14 -0.19 -1.73
H -4.21 -0.20 0.20
H -3.45 -1.50 1.21
H -1.24 -0.86 1.05
H -1.32 -0.30 -0.75
H -2.72 1.33 1.59
H -2.29 1.95 -0.14
H 0.24 0.84 1.55
H -0.63 2.34 2.26
H 1.09 0.91 -0.78
Br 0.93 6.17 2.34
C -0.25 6.01 0.80
C -1.55 6.74 1.02
Br -2.74 5.75 2.20
H -0.38 4.94 0.61
H 0.31 6.45 -0.03
H -2.10 6.84 0.08
H -1.42 7.73 1.46
Cl -0.60 -0.28 2.34
O -3.27 9.13 3.01
S -4.71 9.07 2.71
O -5.33 8.00 3.51
O -4.90 8.78 1.28
O -5.33 10.36 3.05
C -5.16 0.55 4.01
O -4.93 1.46 2.94
H -6.00 -0.10 3.74
H -4.28 -0.06 4.18
H -5.42 1.11 4.91
H -4.19 2.02 3.19
Cl -5.20 -3.92 -4.64
C -5.61 -5.56 -4.07
C -6.22 -5.54 -2.68
Cl -5.03 -5.07 -1.43
H -4.70 -6.16 -4.10
H -6.32 -5.97 -4.78
H -6.57 -6.54 -2.42
H -7.06 -4.85 -2.62
K -6.07 1.66 -2.72
Al -7.32 0.85 2.70
F 2.46 2.25 0.30
C 9.37 0.49 2.03
C 8.78 1.83 2.38
O 7.60 1.95 2.63
C 9.71 3.01 2.42
H 8.59 -0.27 2.04
H 9.80 0.53 1.03
H 10.13 0.22 2.76
H 10.16 3.16 1.43
H 10.49 2.85 3.17
H 9.15 3.91 2.69
Br -1.05 -2.46 3.64
```

# 4
This record from the Open Molecules 2025 dataset describes a 3-piece molecular cluster, C3H12N2O overall. The level of theory is wB97M-V/def2-TZVPD.

Its HOMO energy is -0.346 Ha. Its SMILES is C=C.NCO.N. The total energy is -306.1519 hartree.

Structure (XYZ):
```
18
C3H12N2O wB97M-V/def2-TZVPD
C -2.83 -0.10 -0.01
C -2.62 0.27 1.31
H -2.89 0.55 -0.79
H -2.96 -1.14 -0.25
H -1.94 1.16 1.63
H -2.75 -0.63 1.94
N 0.33 1.21 1.23
C 1.27 1.57 0.13
O 2.39 0.66 -0.09
H 0.03 0.35 0.86
H 0.91 0.93 2.05
H 0.74 1.74 -0.83
H 1.68 2.51 0.53
H 3.19 1.15 0.03
N 1.20 -2.53 -1.84
H 0.62 -2.87 -2.57
H 1.92 -3.17 -1.34
H 1.73 -1.67 -2.00
```

# 5
This record from the Open Molecules 2025 dataset describes C28H38F5GeIrO5Se4 as an isolated structure. The level of theory is wB97M-V/def2-TZVPD.

Its HOMO energy (spin up / spin down) is -0.163 / -0.163 Ha. The spin multiplicity is 2. The total energy is -13752.2202 hartree. Its total charge is -1.

Structure (XYZ):
```
82
C28H38F5GeIrO5Se4 wB97M-V/def2-TZVPD
Ir -0.01 -1.68 0.40
C -2.25 3.67 -3.80
O -3.19 2.63 -4.01
C -2.99 1.48 -3.31
C -4.02 0.52 -3.41
C -3.90 -0.64 -2.70
C -2.82 -0.90 -1.84
C -2.77 -2.08 -1.00
C -3.31 -3.39 -1.52
O -2.24 -2.07 0.12
C -1.76 0.06 -1.76
O -0.69 -0.09 -1.06
C -1.88 1.24 -2.53
H -2.62 4.52 -4.37
H -1.26 3.39 -4.17
H -2.18 3.92 -2.74
H -4.87 0.73 -4.04
H -4.71 -1.36 -2.75
H -4.08 -3.28 -2.27
H -3.67 -3.99 -0.68
H -2.45 -3.90 -1.96
H -1.05 1.92 -2.47
O 2.15 -3.76 1.70
C 1.55 -4.85 2.34
C 0.16 -5.18 1.77
C -0.18 -6.60 2.30
O -1.43 -7.09 1.86
C 0.17 -5.29 0.24
Se 0.41 -3.71 -0.94
C -1.00 -4.25 2.25
Se -0.62 -2.39 2.75
H 2.93 -3.47 2.18
H 1.45 -4.67 3.42
H 2.19 -5.74 2.21
H -0.14 -6.58 3.40
H 0.56 -7.32 1.94
H -2.09 -6.40 2.02
H -0.78 -5.72 -0.08
H 0.97 -5.98 -0.05
H -1.45 -4.68 3.15
H -1.75 -4.16 1.47
C -1.36 2.78 4.25
C -2.60 2.70 3.37
C -2.29 2.43 1.89
C -1.64 1.06 1.63
Ge 0.35 1.20 1.35
C 0.77 2.90 0.39
C 1.14 4.12 1.24
C 2.31 3.88 2.19
C 2.67 5.13 2.99
H -1.64 2.95 5.29
H -0.71 3.59 3.93
H -0.79 1.85 4.21
H -3.15 3.64 3.43
H -3.25 1.90 3.73
H -1.66 3.24 1.51
H -3.23 2.48 1.33
H -2.09 0.60 0.75
H -1.82 0.38 2.46
H 0.88 1.21 2.81
H -0.11 3.12 -0.22
H 1.58 2.67 -0.31
H 0.27 4.45 1.82
H 1.40 4.94 0.56
H 3.18 3.54 1.62
H 2.04 3.09 2.88
H 2.98 5.94 2.33
H 3.49 4.92 3.68
H 1.82 5.47 3.58
Se 2.05 -0.30 0.52
F 6.99 1.37 -5.25
C 5.84 1.15 -4.62
C 5.79 1.09 -3.24
F 6.93 1.22 -2.54
C 4.59 0.89 -2.59
F 4.59 0.85 -1.25
C 3.39 0.73 -3.27
Se 1.70 0.47 -2.46
C 3.47 0.79 -4.67
F 2.35 0.66 -5.39
C 4.66 1.00 -5.34
F 4.69 1.05 -6.67
```

# 6
This record from the Open Molecules 2025 dataset describes the molecule C24H28N2O3. The level of theory is wB97M-V/def2-TZVPD.

Its HOMO energy is -0.297 Ha. Its SMILES is COc1ccccc1CN1C[C@@H]2C[C@@H](c3ccccc3OC)N3CCC[C@@]23C1=O. The total energy is -1266.5801 hartree.

Structure (XYZ):
```
57
C24H28N2O3 wB97M-V/def2-TZVPD
C 3.03 -4.75 -3.22
O 2.94 -3.86 -2.14
C 2.78 -2.53 -2.39
C 2.67 -1.99 -3.67
C 2.50 -0.62 -3.84
C 2.44 0.22 -2.74
C 2.55 -0.32 -1.47
C 2.72 -1.68 -1.28
C 2.80 -2.23 0.12
N 1.67 -1.78 0.90
C 0.33 -2.22 0.56
C -0.60 -1.40 1.46
C -1.65 -0.61 0.69
C -0.86 0.63 0.25
C -1.65 1.81 -0.27
C -1.16 2.45 -1.40
C -1.80 3.54 -1.96
C -2.97 4.01 -1.38
C -3.47 3.39 -0.26
C -2.83 2.29 0.31
O -3.29 1.67 1.44
C -4.45 2.16 2.06
N 0.06 0.93 1.35
C -0.24 1.98 2.31
C -0.78 1.26 3.55
C 0.09 0.01 3.57
C 0.30 -0.31 2.09
C 1.73 -0.76 1.77
O 2.75 -0.27 2.21
H 2.11 -4.75 -3.82
H 3.17 -5.74 -2.78
H 3.89 -4.52 -3.86
H 2.71 -2.62 -4.54
H 2.41 -0.22 -4.84
H 2.31 1.28 -2.88
H 2.51 0.32 -0.60
H 2.82 -3.32 0.10
H 3.69 -1.85 0.63
H 0.25 -3.30 0.75
H 0.13 -2.05 -0.50
H -1.05 -2.03 2.23
H -2.47 -0.33 1.34
H -2.05 -1.16 -0.16
H -0.20 0.31 -0.58
H -0.25 2.08 -1.85
H -1.39 4.02 -2.84
H -3.49 4.85 -1.80
H -4.38 3.77 0.18
H -5.33 2.09 1.41
H -4.33 3.19 2.40
H -4.61 1.51 2.93
H 0.70 2.48 2.56
H -0.93 2.71 1.90
H -1.83 1.00 3.41
H -0.68 1.86 4.46
H 1.06 0.23 4.02
H -0.37 -0.83 4.11
```